Computed, not measured: a 5-piece molecular cluster, C3H15NO5 overall at a distorted geometry, with the ωB97M-V functional and the def2-TZVPD basis.

Last column: Mulliken charge in e.
Cartesian coordinates (Å):
1 C 1.828 -0.487 2.182  -1.47
2 H 2.648 0.563 -0.264  0.45
3 H -0.618 2.604 -2.522  0.31
4 N -0.344 -1.091 1.074  -0.05
5 H -1.601 1.475 -1.956  0.26
6 H 0.788 -0.673 -2.565  0.29
7 H -1.454 -0.309 2.705  0.30
8 H 1.463 0.222 2.927  0.37
9 H -3.546 0.497 0.166  0.31
10 O -0.136 -0.433 -2.701  -0.57
11 O -1.201 2.337 -1.811  -0.60
12 H -3.782 0.690 -1.238  0.33
13 H -0.570 -1.140 -2.193  0.28
14 O 1.347 -0.406 -0.144  -0.64
15 H -1.901 -1.890 2.455  0.37
16 O -4.266 0.355 -0.466  -0.64
17 H 3.693 0.964 -1.342  0.27
18 H 2.853 -0.423 1.901  0.36
19 H 2.019 -1.374 2.790  0.42
20 C 0.959 -0.714 0.992  0.79
21 H -0.261 -1.612 3.057  0.31
22 O 3.371 1.209 -0.473  -0.69
23 H -0.711 -1.496 0.230  0.20
24 C -1.053 -1.243 2.343  -0.97

Force components x, y, z for each atom (eV/Å):
0.018 -1.385 1.302
0.532 0.498 -0.447
-0.059 -0.628 -0.266
-0.614 -0.871 1.102
0.780 0.093 -0.636
0.085 0.404 0.068
0.243 0.676 0.070
0.177 0.381 -0.536
-0.474 -0.163 0.498
-0.302 -0.863 0.163
-0.626 0.564 0.927
-0.748 -0.093 -0.278
0.039 0.464 -0.378
0.294 -1.092 0.676
-0.160 -0.896 -0.982
1.231 0.308 -0.206
0.012 -0.040 -0.080
0.619 1.440 -0.754
-1.047 -0.642 0.072
-0.624 1.284 -1.594
-1.152 0.438 -0.282
-0.086 -0.125 0.357
-0.153 0.375 -0.053
2.016 -0.127 1.257

## Properties
LUMO level in hartree: 0.0074
DFT total energy in eV: -15081.390
Largest force on an atom in eV/Å: 2.379
Energy relative to the best compared isomer or geometry (same formula, charge and spin) in eV: 1.614
Multiplicity: 1
Structure (SMILES): CNC(C)=O.O.O.O.O
HOMO in eV: -10.2
Frontier orbital gap in eV: 10.401